A gas-phase ion, C10H15N2 (charge +1) in a non-equilibrium geometry. Source: OMol25; level of theory: ωB97M-V/def2-TZVPD.

* net charge: +1
* Kohn-Sham gap: 6.9962 eV
* LUMO: -5.172 eV
* 2S+1: 1

```
27
Properties=species:S:1:pos:R:3:lowdin_charge:R:1
C 2.86591 -0.71177 -0.40478 0.003
C 2.77350 -2.03936 -0.24983 -0.011
C 1.69906 0.01692 -0.25418 -0.178
C 0.44261 -0.65013 -0.33729 -0.155
C 0.40790 -2.10949 -0.30308 0.054
C -2.27150 -0.55286 1.25753 -0.051
C -0.73173 0.01684 -0.37070 0.040
C -3.08060 0.19232 -1.11935 -0.048
C 2.89854 2.16261 0.43675 -0.005
C -2.07567 -0.46332 -0.22065 -0.459
N 1.55464 -2.69532 -0.21283 0.035
N 1.76640 1.25609 0.24242 0.082
H 3.81947 -0.11763 -0.47483 0.148
H 3.72577 -2.68807 -0.11337 0.177
H -3.33909 -0.66988 1.67958 0.128
H -2.16030 0.38033 1.72745 0.062
H -0.59263 1.05901 -0.71963 0.157
H -3.29553 1.27282 -1.27446 0.104
H -4.01198 -0.28899 -0.94187 0.074
H -2.84337 -0.26848 -2.09679 0.098
H 3.75196 2.10472 -0.20370 0.089
H 2.43539 3.09863 0.41513 0.085
H 3.42008 2.05078 1.35675 0.094
H -2.11753 -1.50042 -0.51789 0.132
H -1.65476 -1.43505 1.61769 0.112
H 1.63419 -3.65836 0.00428 0.136
H 0.93339 1.63738 0.48517 0.096
```